(1)
ORCA calculation (ωB97M-V/def2-TZVPD) on a 2-piece molecular cluster, C12H25N3O2 overall at a distorted geometry.

Structure (XYZ):
```
42
Properties=species:S:1:pos:R:3:lowdin_charge:R:1
O -0.8271 0.1642 1.7201 0.048
O 1.2232 -3.8175 3.2002 0.036
N -0.3723 -2.3890 2.6110 0.079
N -3.0233 0.1649 2.0246 0.020
N 1.6318 3.5434 -0.2682 0.016
C 1.9746 0.7797 -3.9783 -0.216
C 1.8554 2.4331 -1.1986 -0.412
C -4.3191 -0.4135 2.3825 -0.068
C 2.5341 2.1654 -3.6395 -0.210
C 1.7706 -0.1373 -2.7646 -0.203
C -1.7550 -1.9182 2.4784 -0.085
C 1.6944 2.9624 -2.6307 -0.172
C 0.0365 -3.5385 3.1426 -0.566
C 0.5628 0.2774 -1.9140 -0.201
C 0.8780 1.3104 -0.8215 -0.177
C -0.9899 -4.5113 3.6889 -0.002
C -1.8366 -0.4486 2.0428 -0.475
H 0.6400 2.9669 -2.9246 0.118
H 1.0264 0.8930 -4.5138 0.109
H -0.4706 -5.3929 4.0625 0.085
H -4.5484 -1.2633 1.7357 0.084
H -2.9954 1.1325 1.7377 0.146
H 3.5560 2.0606 -3.2612 0.110
H 2.8805 2.0686 -1.0659 0.137
H 0.1620 -0.6137 -1.4199 0.102
H 1.2991 0.7869 0.0431 0.109
H -2.2794 -2.5257 1.7409 0.130
H -1.5335 -4.0412 4.5054 0.078
H -0.2284 0.6635 -2.5650 0.105
H 2.2777 4.3100 -0.4499 0.068
H -4.3107 -0.7419 3.4237 0.082
H 1.5866 -1.1487 -3.1407 0.103
H 2.6787 -0.1787 -2.1540 0.116
H 0.6648 3.8622 -0.3080 0.070
H -5.1023 0.3378 2.2630 0.088
H 2.5939 2.7410 -4.5684 0.103
H 2.6748 0.2913 -4.6635 0.103
H -0.0727 1.7483 -0.5006 0.101
H 2.0441 3.9993 -2.6642 0.103
H -1.6737 -4.8024 2.8946 0.079
H -2.2621 -2.0138 3.4377 0.118
H 0.3542 -1.7669 2.2797 0.144
```

Summary:
SMILES = CNC(=O)CNC(C)=O.NC1CCCCCC1
HOMO-LUMO gap = 9.042 eV
lowest unoccupied orbital energy = 0.421 eV
energy above the lowest of the compared OMol25 structures with the same formula, charge and spin = 1.37 kcal per mole
F_max = 2.3 eV/Å
energy = -787.0121 Ha
net charge = 0
HOMO = -8.62 eV


(2)
ORCA calculation (ωB97M-V/def2-TZVPD) on one molecule with the formula C12H25N3O4S at a distorted geometry.

Structure (XYZ):
```
45
Properties=species:S:1:pos:R:3:lowdin_charge:R:1
S 2.8320 -1.4614 0.3965 0.667
O -2.3253 0.5201 -2.1785 0.076
O 4.1651 -1.3129 -0.1060 -0.296
O 0.1050 -1.6283 0.3689 0.036
O 2.5158 -0.8159 1.6254 -0.259
N -2.3509 -0.7916 -0.3182 0.115
N -0.3693 -0.3387 -1.4485 0.216
N 1.8122 -0.8754 -0.8614 -0.106
C 2.4152 -0.1824 -1.9809 -0.180
C 1.7395 2.1551 0.4430 -0.267
C 2.2819 2.5952 1.7964 -0.103
C -3.9040 0.0108 1.3862 -0.213
C -4.4332 -2.0132 -0.0325 -0.047
C 2.4737 -3.2247 0.4762 -0.099
C 2.3781 1.3499 -1.8943 -0.167
C 2.8748 1.8788 -0.5431 -0.203
C -1.7778 -0.1625 -1.3431 -0.517
C 0.4795 -0.9692 -0.5877 -0.531
C -3.2629 1.3924 1.4370 -0.093
C -3.7545 -0.6459 0.0095 -0.374
H 3.4267 2.8082 -0.6999 0.116
H -3.6827 2.0348 0.6663 0.079
H -1.7504 -1.3032 0.3209 0.124
H 1.3718 1.7335 -2.0791 0.101
H -4.3189 -2.4597 -1.0169 0.079
H 3.0180 1.7187 -2.6984 0.115
H -2.1892 1.3243 1.2776 0.065
H -3.4351 1.8546 2.4059 0.070
H 3.1890 -3.6495 1.1694 0.073
H 2.9341 3.4595 1.6884 0.072
H -3.4442 -0.6340 2.1387 0.114
H 3.5626 1.1545 -0.1035 0.095
H 1.1453 1.2520 0.5900 0.084
H 2.6168 -3.6285 -0.5168 0.072
H 0.0183 0.1746 -2.2269 0.129
H -3.9878 -2.6768 0.7056 0.079
H 1.9597 -0.5345 -2.9137 0.130
H 1.0851 2.9301 0.0331 0.113
H 2.8449 1.7796 2.2424 0.065
H -4.1827 0.0060 -0.7593 0.145
H -4.9676 0.0916 1.6160 0.112
H 1.4600 -3.3542 0.8280 0.055
H -5.4933 -1.9134 0.1831 0.077
H 1.4671 2.8578 2.4669 0.070
H 3.4578 -0.5063 -1.9626 0.113
```

Summary:
SMILES = CCCCCN(C(=O)NC(=O)N[C@@H](C)CC)S(C)(=O)=O
HOMO-LUMO gap = 10.287 eV
lowest unoccupied orbital energy = 0.532 eV
energy above the lowest of the compared OMol25 structures with the same formula, charge and spin = 0.00 kcal per mole
F_max = 1.1 eV/Å
energy = -1335.7214 Ha
net charge = 0
HOMO = -9.76 eV


(3)
ORCA calculation (ωB97M-V/def2-TZVPD) on a 3-piece molecular cluster, C12H25O9P2 overall at a distorted geometry.

Structure (XYZ):
```
48
Properties=species:S:1:pos:R:3:lowdin_charge:R:1
P 5.0959 5.4762 0.3557 0.465
P 4.4126 3.4853 1.2760 0.169
O -0.0906 5.3775 0.4911 0.128
O -1.6315 -4.9085 0.1251 0.165
O 0.9630 -1.5100 1.0564 0.089
O -1.1083 -0.7075 1.3534 0.059
O -3.5148 -4.0970 -0.8158 0.077
O 0.6386 0.2880 2.3833 0.171
O -2.3977 -5.7507 -1.8217 0.069
O 5.7429 6.3899 1.3733 -0.635
O -1.4180 4.2239 1.7611 0.089
C -1.1815 -1.6535 0.2823 -0.101
C 0.6380 -3.0805 -0.7615 -0.018
C -3.6532 -5.6290 -2.5010 -0.095
C -4.0851 -4.2318 -2.1283 -0.330
C -5.5795 -4.0254 -2.0976 -0.022
C -2.4340 -4.9187 -0.7497 -0.554
C 2.5727 4.0008 1.0133 -0.458
C 0.2724 3.0583 0.4804 -0.117
C 1.6430 2.7949 1.1582 -0.279
C 0.2112 -0.5574 1.6745 -0.541
C 0.0610 -2.4783 0.4990 -0.337
C -0.3844 4.3265 0.8906 -0.585
H 3.9784 2.2506 1.9399 -0.062
H 2.3618 4.7909 1.7364 0.068
H 2.1056 1.9887 0.5928 0.086
H 1.5216 -3.6740 -0.5260 0.091
H 1.4713 2.5203 2.1861 0.090
H -3.5229 -5.7594 -3.5730 0.139
H -2.0933 -2.2410 0.3489 0.118
H -0.1066 -3.2547 1.2469 0.148
H -4.3290 -6.4010 -2.1248 0.140
H -6.0230 -4.2516 -3.0674 0.091
H 0.3891 3.1194 -0.5987 0.121
H -0.0829 -3.7215 -1.2599 0.064
H 6.0686 5.2393 -0.6737 -0.066
H -3.6147 -3.4873 -2.7767 0.161
H 4.4134 2.8213 -0.0467 -0.068
H 3.9948 6.2120 -0.1890 -0.056
H 4.4726 4.1511 2.5758 -0.060
H -6.0415 -4.6563 -1.3371 0.092
H 5.8215 3.1235 1.4405 -0.090
H 2.3965 4.4223 0.0236 0.047
H 0.9585 -2.2990 -1.4533 0.094
H -0.3763 2.2032 0.6678 0.097
H -1.5479 5.1298 2.0754 0.112
H -5.8157 -2.9929 -1.8404 0.089
H -1.1728 -1.1067 -0.6660 0.141
```

Summary:
HOMO-LUMO gap = 4.603 eV
lowest unoccupied orbital energy = 1.494 eV
F_max = 4.3 eV/Å
energy = -1832.0728 Ha
net charge = -1
HOMO = -3.11 eV


(4)
ORCA calculation (ωB97M-V/def2-TZVPD) on a 5-piece molecular cluster, C12H26Br6N2O2 overall at a distorted geometry.

Structure (XYZ):
```
48
Properties=species:S:1:pos:R:3:lowdin_charge:R:1
Br -21.1811 29.0831 6.4306 0.575
Br -22.0433 27.5446 1.4085 0.585
Br -19.3489 23.9185 2.1970 0.595
Br -19.6208 20.9120 10.6768 0.643
Br -18.8150 16.3974 10.2701 0.638
Br -25.4124 27.3513 5.6635 0.681
O -21.6908 24.8960 5.2386 -0.015
O -23.7201 21.2511 5.6130 0.025
N -23.9332 19.9455 7.4646 -0.196
N -20.9865 23.7443 7.0614 -0.185
C -24.1129 19.9261 8.9101 -0.054
C -23.1505 28.8481 6.3789 -0.665
C -20.2594 25.4162 1.3053 -0.689
C -21.3636 25.8728 2.2274 -0.674
C -18.8675 19.1289 11.0102 -0.672
C -20.9880 24.8667 7.9720 -0.033
C -24.0015 21.1122 6.7808 -0.354
C -20.4145 22.5243 7.6227 -0.081
C -21.3521 23.8575 5.7874 -0.331
C -19.0946 18.2491 9.7704 -0.709
C -23.7096 18.7018 6.7796 -0.057
C -23.5262 27.4856 5.7367 -0.764
H -24.1577 17.8283 7.2595 0.087
H -22.6441 18.4369 6.7753 0.089
H -20.6493 24.9543 0.4084 0.049
H -18.3023 18.5101 9.0747 0.054
H -21.1853 26.0710 3.2748 0.025
H -19.5492 26.2111 1.1115 0.045
H -21.4301 24.5161 8.9093 0.091
H -20.0564 18.4918 9.3346 0.037
H -21.0261 22.2891 8.5008 0.037
H -23.0367 26.7540 6.3775 0.020
H -24.8254 19.1349 9.1546 0.086
H -24.5192 20.8492 9.3121 0.084
H -23.0753 27.2852 4.7679 0.034
H -19.9787 25.1556 8.2973 0.096
H -17.8305 19.3177 11.2556 0.052
H -20.5159 21.6700 6.9600 0.091
H -24.0517 18.7131 5.7491 0.091
H -19.4219 18.7752 11.8717 0.039
H -24.4336 21.8788 7.4460 0.134
H -22.2335 25.2335 2.1091 0.055
H -23.1769 19.6629 9.4048 0.079
H -21.3984 25.7642 7.5272 0.061
H -21.2781 22.8954 5.2607 0.133
H -19.4098 22.7568 7.9731 0.079
H -23.6491 29.7170 5.9672 0.047
H -23.4879 28.6916 7.4011 0.043
```

Summary:
SMILES = CN(C)C=O.CN(C)C=O.BrCCBr.BrCCBr.BrCCBr
HOMO-LUMO gap = 9.637 eV
lowest unoccupied orbital energy = 0.216 eV
energy above the lowest of the compared OMol25 structures with the same formula, charge and spin = 17.46 kcal per mole
F_max = 2.3 eV/Å
energy = -16176.8936 Ha
net charge = 0
HOMO = -9.42 eV


(5)
ORCA calculation (ωB97M-V/def2-TZVPD) on C12H26Cl2NPRuS as an isolated structure at a distorted geometry.

Structure (XYZ):
```
44
Properties=species:S:1:pos:R:3:lowdin_spin:R:1
Ru -0.1433 0.2038 -2.5652 3.010
Cl 1.9565 1.9494 -2.5720 0.091
Cl -2.0056 -1.2406 -2.7939 0.303
S -1.6690 -0.0333 2.0761 0.008
P -0.0439 -0.0453 -5.0452 0.119
N -0.5661 -0.1052 -0.2814 0.101
C 0.0255 1.6977 -5.6161 0.010
C -0.0596 -0.7430 1.9666 0.005
C 2.1864 -1.7085 -4.7458 0.024
C 0.0190 1.8582 -7.1173 0.003
C 1.6617 -0.6076 -5.6585 0.013
C -1.7108 0.2494 0.3489 0.000
C 1.7778 -0.9389 -7.1252 0.004
C -1.2274 -0.8900 -6.2929 0.033
C -1.2456 -2.4119 -6.1464 0.002
C -1.0607 2.4505 -4.8613 0.019
C -2.6147 -0.2766 -6.3455 0.002
C 0.2988 -0.7549 0.6300 0.015
H 2.0660 -1.4027 -3.6986 0.025
H 3.2730 -1.7662 -4.9181 0.000
H -0.8703 2.3366 -3.7816 0.012
H -3.2672 -0.9598 -6.9131 0.000
H -2.0835 -2.7878 -6.7690 0.000
H 2.8324 -1.1423 -7.3786 0.001
H -2.9673 -0.1575 -5.3226 0.001
H 0.9902 2.0766 -5.2964 0.000
H 1.1650 -1.8116 -7.3245 0.000
H -2.4808 0.8211 -0.0991 0.000
H 0.4834 -1.2538 -2.4540 0.193
H -1.3994 -2.6258 -5.0812 0.001
H 1.0035 1.7265 -7.5433 0.000
H 1.5940 -2.6129 -4.9923 0.000
H 0.4750 1.1045 -1.4267 -0.013
H 2.2553 0.2912 -5.5400 0.000
H -0.2836 -2.8700 -6.4416 0.000
H -0.6975 -0.6484 -7.2129 0.004
H -0.5573 1.0545 -7.5818 0.001
H 1.2030 -1.1683 0.1832 0.010
H 1.3618 -0.1804 -7.8008 0.000
H -2.0309 1.9799 -5.1266 0.000
H 0.5702 -1.1273 2.7856 0.001
H -0.9747 3.5279 -5.0695 0.001
H -0.4387 2.8204 -7.4089 0.001
H -2.6335 0.7274 -6.7872 0.000
```

Summary:
HOMO-LUMO gap (spin up / spin down) = 6.043 / 7.662 eV
lowest unoccupied orbital energy (spin up / spin down) = -0.432 / -1.376 eV
energy above the lowest of the compared OMol25 structures with the same formula, charge and spin = 0.00 kcal per mole
spin multiplicity = 5
F_max = 4.2 eV/Å
⟨S²⟩ = 6.031
energy = -2282.2186 Ha
net charge = 0
HOMO (spin up / spin down) = -6.47 / -9.04 eV


(6)
ORCA calculation (ωB97M-V/def2-TZVPD) on C12H26ClF3N2O5S as an isolated structure at a distorted geometry.

Structure (XYZ):
```
50
Properties=species:S:1:pos:R:3:lowdin_charge:R:1
Cl 2.5265 -4.7220 -3.7489 0.652
S 2.0552 -2.7291 -1.8770 0.867
F -2.5921 -1.4520 -1.5454 0.137
F -2.6812 -4.2735 -3.5180 0.071
F -2.9981 -3.4745 -0.8538 0.166
O -4.9322 1.3265 0.6092 -0.189
O 1.7392 -4.3350 -2.3089 -0.828
O 1.1832 -2.5898 -0.7386 -0.378
O 5.3013 -0.1372 0.9864 -0.190
O 1.4496 -1.8688 -3.0908 -0.351
N -2.0507 1.1122 0.6184 0.051
N 2.4613 0.2129 0.5862 0.054
C -2.5749 3.3986 1.2553 -0.072
C -0.7326 -2.9127 -3.6712 -0.092
C 0.0165 -1.6869 -3.1374 -0.189
C -2.4990 -2.7404 -1.8223 -0.303
C -4.1536 2.0953 -0.2856 -0.212
C 5.9809 0.9710 1.5425 -0.109
C 4.3713 -0.7704 1.8442 -0.208
C 2.9939 -0.0966 1.9140 -0.428
C -1.9900 -3.2530 -2.9494 -0.197
C -2.7059 2.3401 0.1645 -0.432
C 2.9721 1.1724 2.7604 -0.070
C -5.4945 2.0405 1.6926 -0.108
H 4.8019 -0.8960 2.8470 0.119
H 1.9440 1.4449 2.9966 0.075
H 5.4276 1.9004 1.3865 0.075
H -5.7692 3.0592 1.4029 0.090
H -2.6518 0.6813 1.3159 0.072
H -2.8695 3.0145 2.2317 0.064
H 2.3171 -0.8161 2.3845 0.138
H 3.4170 2.0187 2.2367 0.063
H -0.9827 -2.7227 -4.7216 0.128
H -0.3680 -1.3128 -2.1907 0.103
H -6.3952 1.5108 2.0020 0.086
H 6.9381 1.0602 1.0293 0.086
H 6.1682 0.8320 2.6115 0.090
H -2.1616 2.7048 -0.7123 0.134
H 3.5081 1.0305 3.7014 0.077
H -4.6615 3.0416 -0.5172 0.119
H -2.0353 0.4379 -0.1401 0.048
H -3.1862 4.2757 1.0323 0.077
H -4.8141 2.0742 2.5470 0.075
H 3.1729 0.7396 0.0856 0.072
H -1.5382 3.7238 1.3372 0.075
H -0.1306 -0.8717 -3.8442 0.134
H 4.2336 -1.7726 1.4290 0.120
H -0.1112 -3.8083 -3.6968 0.095
H 2.3710 -0.6509 0.0596 0.024
H -4.1240 1.5147 -1.2117 0.118
```

Summary:
HOMO-LUMO gap = 8.591 eV
lowest unoccupied orbital energy = -0.381 eV
F_max = 1.4 eV/Å
energy = -2116.3097 Ha
net charge = 0
HOMO = -8.97 eV


Question: Which of these has the highest energy?
Answer: C12H25N3O2